(1)
DFT (ωB97M-V/def2-TZVPD) results for CH2BrI3Si as an isolated structure in a non-equilibrium geometry.

Cartesian coordinates (Å):
C  1.202  0.578  -0.239
Si  -0.852  -0.556  -0.032
Br  2.175  0.669  1.391
I  -2.353  0.297  -1.754
I  -0.777  -3.003  -0.109
I  -1.896  0.027  2.183
H  0.642  1.577  -0.285
H  1.859  0.411  -1.155

Output
energy = -103293.4772 eV
gap between HOMO and LUMO = 8.40 eV
E_HOMO = -9.440 eV

(2)
DFT (ωB97M-V/def2-TZVPD) results for a 9-piece molecular cluster, C22H60N9O12 overall in a non-equilibrium geometry.

Cartesian coordinates (Å):
C  -24.657  -10.108  -23.975
C  -23.871  -9.951  -25.271
C  -23.991  -8.515  -25.690
O  -22.613  -10.658  -25.301
H  -25.483  -9.397  -23.924
H  -23.956  -9.855  -23.179
H  -25.088  -11.067  -23.689
H  -24.495  -10.431  -26.025
H  -23.405  -7.755  -25.173
H  -24.993  -8.089  -25.722
H  -23.627  -8.473  -26.717
C  -27.149  -4.657  -19.716
C  -25.629  -4.179  -19.699
C  -24.761  -5.131  -18.736
C  -24.394  -6.533  -19.417
C  -23.657  -6.261  -20.723
C  -24.530  -5.459  -21.636
N  -25.049  -4.192  -21.064
O  -25.742  -3.374  -21.985
C  -23.579  -5.055  -22.869
C  -25.669  -6.333  -22.250
C  -25.411  -2.702  -19.209
H  -27.131  -5.737  -19.570
H  -27.679  -4.448  -20.646
H  -27.624  -4.436  -18.761
H  -23.987  -4.572  -18.210
H  -25.422  -5.465  -17.936
H  -25.266  -7.184  -19.473
H  -23.661  -7.050  -18.798
H  -23.279  -7.140  -21.245
H  -22.637  -5.905  -20.579
H  -23.954  -4.259  -23.512
H  -22.572  -4.742  -22.595
H  -23.294  -5.968  -23.393
H  -25.997  -5.864  -23.178
H  -25.196  -7.314  -22.268
H  -26.450  -6.641  -21.555
H  -26.013  -2.466  -18.332
H  -25.625  -1.965  -19.983
H  -24.338  -2.618  -19.040
H  -26.553  -3.873  -21.864
C  -20.129  -9.550  -22.650
C  -20.179  -8.135  -23.214
O  -20.618  -8.030  -24.608
O  -18.788  -10.043  -22.179
H  -20.658  -10.209  -23.338
H  -20.824  -9.708  -21.826
H  -19.215  -7.627  -23.183
H  -20.854  -7.562  -22.579
H  -21.216  -8.773  -24.718
H  -18.935  -10.983  -22.049
C  -22.149  -9.939  -30.497
C  -21.581  -9.311  -29.151
O  -21.232  -10.312  -28.096
O  -23.532  -10.211  -30.309
H  -21.584  -10.843  -30.721
H  -21.990  -9.174  -31.258
H  -22.210  -8.489  -28.810
H  -20.609  -8.907  -29.433
H  -20.674  -9.880  -27.445
H  -24.006  -9.383  -30.207
C  -23.339  -10.846  -19.498
C  -24.772  -11.480  -19.450
O  -25.288  -11.870  -20.700
O  -22.478  -11.765  -20.214
H  -23.081  -10.455  -18.514
H  -23.360  -9.926  -20.082
H  -25.463  -10.874  -18.864
H  -24.569  -12.433  -18.961
H  -24.545  -11.932  -21.305
H  -22.162  -12.399  -19.565
C  -25.649  -12.493  -27.568
O  -24.444  -12.595  -27.748
N  -26.182  -12.985  -26.451
N  -26.620  -12.030  -28.326
H  -25.643  -13.419  -25.715
H  -27.137  -12.772  -26.203
H  -27.544  -12.299  -28.018
H  -26.426  -11.853  -29.302
C  -22.865  -13.904  -23.510
O  -23.255  -14.084  -24.603
N  -22.728  -14.877  -22.601
N  -22.527  -12.797  -22.973
H  -22.378  -14.675  -21.675
H  -22.939  -15.852  -22.753
H  -22.446  -12.705  -21.971
H  -22.734  -11.920  -23.429
C  -29.063  -10.347  -25.993
O  -29.447  -11.428  -25.620
N  -29.613  -9.515  -26.883
N  -28.123  -9.627  -25.387
H  -29.110  -8.639  -26.857
H  -30.391  -9.758  -27.479
H  -27.601  -9.890  -24.563
H  -27.690  -8.849  -25.864
C  -27.890  -13.724  -23.253
O  -28.290  -14.485  -24.083
N  -27.457  -14.022  -22.067
N  -27.778  -12.422  -23.405
H  -27.022  -13.417  -21.385
H  -27.381  -15.020  -21.935
H  -28.346  -12.172  -24.202
H  -27.490  -11.871  -22.609

Output
energy = -61764.3470 eV
gap between HOMO and LUMO = 5.06 eV
E_HOMO = -3.254 eV
total charge = -1

(3)
DFT (ωB97M-V/def2-TZVPD) results for C35H31ClIMoN6OSi as an isolated structure.

Cartesian coordinates (Å):
Mo  0.146  -0.287  0.336
C  -1.349  -5.593  -0.047
C  -2.331  -4.959  0.704
C  -2.113  -3.690  1.216
C  -0.897  -3.048  0.993
C  0.091  -3.690  0.251
C  -0.140  -4.952  -0.274
N  -0.667  -1.716  1.433
C  -1.145  -1.293  2.675
C  -1.361  -2.094  3.799
C  -1.814  -1.514  4.966
C  -2.074  -0.139  5.047
C  -1.872  0.667  3.950
C  -1.401  0.083  2.775
N  -1.112  0.747  1.589
N  -1.520  1.955  1.397
C  -1.184  2.368  0.129
C  -1.544  3.635  -0.324
C  -1.232  3.989  -1.616
C  -0.572  3.076  -2.443
C  -0.242  1.842  -1.937
N  -0.535  1.491  -0.674
H  -1.523  -6.582  -0.448
H  -3.278  -5.451  0.885
H  -2.890  -3.188  1.780
H  1.042  -3.192  0.092
H  0.635  -5.440  -0.852
H  -1.156  -3.155  3.753
H  -1.962  -2.136  5.839
H  -2.427  0.286  5.976
H  -2.055  1.732  3.974
H  -2.062  4.297  0.355
H  -1.499  4.967  -1.992
H  -0.309  3.328  -3.459
H  0.292  1.111  -2.531
Cl  -0.773  -3.308  -5.964
C  -0.112  -2.549  -4.557
C  1.223  -2.258  -4.505
C  1.792  -1.653  -3.366
I  3.818  -1.186  -3.303
C  1.020  -1.355  -2.266
O  1.473  -0.821  -1.140
C  -0.374  -1.615  -2.354
N  -1.094  -1.217  -1.267
C  -2.391  -1.438  -1.245
C  -3.059  -2.061  -2.306
C  -2.357  -2.451  -3.415
C  -0.964  -2.223  -3.474
H  1.852  -2.500  -5.350
H  -2.923  -1.119  -0.356
H  -4.125  -2.227  -2.237
H  -2.856  -2.932  -4.245
C  3.843  -2.042  0.824
Si  2.905  -1.225  2.205
C  4.057  -0.166  3.208
C  2.070  -2.483  3.283
N  1.695  -0.132  1.509
C  1.841  1.296  1.496
C  1.489  2.052  2.623
C  1.593  3.427  2.594
C  2.039  4.078  1.442
C  2.406  3.339  0.331
C  2.325  1.952  0.360
H  4.607  -2.706  1.236
H  4.343  -1.292  0.207
H  3.203  -2.631  0.167
H  4.868  -0.783  3.601
H  3.551  0.297  4.058
H  4.503  0.627  2.605
H  2.834  -3.139  3.709
H  1.362  -3.114  2.743
H  1.545  -1.995  4.107
H  1.130  1.534  3.505
H  1.326  4.005  3.469
H  2.115  5.157  1.428
H  2.778  3.837  -0.555
H  2.641  1.351  -0.486

Output
energy = -78141.2540 eV
gap between HOMO and LUMO (alpha / beta) = 6.35 / 5.80 eV
E_HOMO (alpha / beta) = -10.200 / -10.588 eV
multiplicity = 3
total charge = +1

(4)
DFT (ωB97M-V/def2-TZVPD) results for an isolated molecule of C5H5FN4O3 in a non-equilibrium geometry.

Cartesian coordinates (Å):
C  -2.800  0.590  -1.119
C  -3.277  -1.780  3.086
C  -1.638  -1.350  1.347
C  0.638  0.937  -0.013
C  -0.421  -1.207  -0.687
N  -2.818  1.708  -1.432
N  -2.755  -0.589  -0.641
N  -2.919  -1.610  1.946
N  -1.720  -1.069  0.047
O  -3.761  -1.935  4.112
O  -0.604  -1.412  1.983
O  0.084  0.091  -1.013
F  -3.466  -1.642  -1.385
H  0.375  1.968  -0.353
H  1.687  0.943  0.305
H  -0.004  0.608  0.857
H  -0.480  -1.606  -1.713
H  0.233  -1.655  0.078

Output
energy = -20081.2221 eV
gap between HOMO and LUMO = 9.91 eV
E_HOMO = -10.408 eV
SMILES = COCN(C(=O)N=C=O)N(F)C#N

Question: The highest energy belongs to which entry?
Answer: C5H5FN4O3